(1)
The following is a DFT calculation (wB97M-V/def2-TZVPD) of a molecular structure, C12H10N2O6S3Sn.

As for the LUMO energy: -1.08 eV. For the gap between HOMO and LUMO, the calculation gives 8.070 eV. For the HOMO energy, the calculation gives -9.15 eV.

Last column: Mulliken charge in e.
Positions of all 34 atoms, in Å:
1 Sn 0.58701 2.09753 -1.51630  0.8511
2 O 3.25695 -1.05344 -2.08457  -0.6770
3 S 2.03072 -0.32996 -2.19480  1.5031
4 O 2.04253 0.85568 -3.05856  -0.6508
5 O 1.47019 0.15346 -0.88423  -0.5556
6 C 0.78663 -1.48783 -2.77006  0.0135
7 C 1.26507 -2.76655 -3.02054  -0.4941
8 C 0.40062 -3.78700 -3.38686  -0.5547
9 C -0.95312 -3.53973 -3.49674  -0.5607
10 C -1.44655 -2.26574 -3.26051  -0.4921
11 C -0.59346 -1.23044 -2.90087  -0.0096
12 S -1.39719 0.35952 -2.70848  1.4620
13 O -0.60052 1.32586 -3.47617  -0.6481
14 O -2.76097 0.18968 -3.09523  -0.6734
15 O -1.20757 0.76136 -1.27230  -0.5151
16 H 2.32481 -2.94574 -2.91212  0.5394
17 H 0.79390 -4.77612 -3.58029  0.3948
18 H -1.63417 -4.33319 -3.77447  0.3956
19 H -2.49895 -2.04631 -3.37035  0.5407
20 N -1.24772 1.41982 5.78278  -0.2750
21 C -0.01412 1.44449 5.25685  0.1278
22 S 1.32575 1.35470 6.20794  -0.3763
23 C 0.05513 1.61901 3.76303  1.3295
24 C 1.28719 1.62296 3.12284  -0.7197
25 C 1.33570 1.77925 1.75261  -0.2122
26 N 0.24248 1.94303 1.00380  -0.1888
27 C -0.94270 1.93621 1.60644  -0.6130
28 C -1.07917 1.78252 2.97315  -0.7851
29 H -1.33011 1.33658 6.78168  0.2053
30 H -2.08280 1.50357 5.23625  0.1455
31 H 2.19140 1.49290 3.70099  0.3845
32 H 2.28313 1.75873 1.22806  0.4165
33 H -1.81048 2.04112 0.96667  0.4590
34 H -2.07959 1.78410 3.38040  0.2332



(2)
The following is a DFT calculation (wB97M-V/def2-TZVPD) of a molecular structure, C11H13N2O.

As for the LUMO energy (alpha / beta): -4.51 / -4.51 eV. For the gap between HOMO and LUMO (alpha / beta), the calculation gives 7.798 / 7.799 eV. For the HOMO energy (alpha / beta), the calculation gives -12.30 / -12.30 eV. Its charge is +1. The value obtained for the energy above the lowest of the compared OMol25 structures with the same formula, charge and spin is 125.0 kcal per mole.

Last column: Mulliken charge in e.
Positions of all 27 atoms, in Å:
1 C -1.28969 0.53727 0.04821  -1.1049
2 C -2.40677 0.06502 0.13636  0.2050
3 C 2.92685 1.59454 -0.08547  -0.8082
4 C 1.88830 2.44875 -0.32733  -0.0107
5 C 0.03066 0.92401 0.01594  1.2192
6 C 1.48044 -0.41787 0.29973  0.4079
7 C 2.69461 0.19136 0.22074  0.3342
8 C 1.54161 -1.85153 0.68821  -0.4923
9 C 3.05977 -1.99680 0.38165  -0.4110
10 C -3.83435 -1.74154 -0.44590  -0.9727
11 C -3.72675 -0.37197 0.26383  -0.3451
12 N 0.53194 2.12101 -0.22220  0.3932
13 N -0.45014 3.05433 -0.47138  -0.8174
14 O 3.68892 -0.65768 0.46018  -0.4199
15 H 3.91941 1.95343 -0.27112  0.4306
16 H 2.10070 3.47981 -0.60796  0.3079
17 H 1.21837 -2.07377 1.69902  0.2723
18 H 0.93423 -2.53477 0.06956  0.2755
19 H 3.69361 -2.65989 1.18952  0.2611
20 H 3.20205 -2.44621 -0.56976  0.3047
21 H -4.19116 -1.51010 -1.36484  0.3249
22 H -4.56492 -2.38787 0.09251  0.3146
23 H -2.79482 -2.15382 -0.52490  0.2724
24 H -3.90908 -0.34340 1.31691  0.2826
25 H -4.41911 0.24335 -0.25776  0.3537
26 H -1.25710 2.64502 -0.91224  0.1982
27 H -0.06758 3.88933 -0.82152  0.2244



(3)
The following is a DFT calculation (wB97M-V/def2-TZVPD) of 2 unconnected molecules or ions with the total composition C25H24N3O.

As for the LUMO energy: -4.47 eV. For the gap between HOMO and LUMO, the calculation gives 6.210 eV. For the HOMO energy, the calculation gives -10.68 eV. Its charge is +1. The value obtained for the energy above the lowest of the compared OMol25 structures with the same formula, charge and spin is 4.2 kcal per mole.

Last column: Mulliken charge in e.
Positions of all 53 atoms, in Å:
1 C 6.22102 -1.56586 1.55793  -0.7724
2 O 5.67291 -0.41599 2.25822  -0.4362
3 C 4.36775 -0.11864 2.01693  0.9247
4 C 3.54571 -0.92987 1.19730  -0.7380
5 C 2.19782 -0.64849 1.08962  -0.5811
6 C 1.63225 0.52507 1.63742  0.0441
7 C 0.25367 0.85380 1.46835  -0.4374
8 C -0.75612 -0.07250 1.65674  1.3475
9 C -2.19159 0.19780 1.66059  0.2861
10 C -2.93014 1.36343 1.53765  -0.2363
11 C -4.33290 1.28589 1.65821  -0.9168
12 C -4.97361 0.05507 1.88548  -0.6572
13 C -4.22621 -1.12433 2.05221  -0.8937
14 C -2.84727 -1.02580 1.94153  0.2608
15 N -1.85536 -1.99807 2.14979  0.1384
16 C -2.06335 -3.38960 2.49712  -0.8826
17 C -0.62615 -1.45153 1.97416  -0.7527
18 C 2.50330 1.37474 2.39563  -0.6596
19 C 3.81224 1.02858 2.63602  -0.8075
20 H 7.26177 -1.59896 1.87401  0.2449
21 H 5.69940 -2.48822 1.85405  0.3282
22 H 6.15319 -1.42436 0.46893  0.3333
23 H 3.94739 -1.80087 0.68154  0.3512
24 H 1.56139 -1.33941 0.54684  0.9081
25 H -0.05060 1.90080 1.39154  0.5083
26 H -2.40261 2.30799 1.37682  0.4025
27 H -4.93464 2.19020 1.57180  0.4101
28 H -6.06388 0.02151 1.93209  0.3995
29 H -4.67706 -2.09183 2.25840  0.2749
30 H -3.13457 -3.59162 2.53493  0.2947
31 H -1.58691 -4.02826 1.74295  0.3395
32 H -1.60766 -3.62382 3.46852  0.3400
33 H 0.28066 -2.02627 2.12794  0.7276
34 H 2.08980 2.28043 2.84253  0.4203
35 H 4.45522 1.60610 3.29549  0.4419
36 C -2.61287 3.14072 -4.12706  -1.3395
37 C -1.57067 2.06879 -3.98929  0.7061
38 C -1.16979 1.69618 -2.69843  -0.5561
39 C -0.18714 0.72224 -2.53987  0.0726
40 C 0.34402 0.12072 -3.71404  0.8489
41 C -0.03055 0.45801 -4.99487  -1.1109
42 C -1.00587 1.45508 -5.12252  -0.6018
43 N 1.29805 -0.77820 -3.26839  -0.0320
44 C 1.33553 -0.71388 -1.91167  -0.4274
45 N 0.46275 0.18883 -1.44007  -0.1595
46 H -2.86193 3.31311 -5.17787  0.3552
47 H -3.52832 2.86200 -3.58989  0.3154
48 H -2.25692 4.08462 -3.69374  0.3149
49 H -1.60306 2.14612 -1.80611  0.5160
50 H 0.45244 -0.06339 -5.83091  0.3320
51 H -1.34567 1.77656 -6.10729  0.3237
52 H 1.86601 -1.36980 -3.86658  0.2183
53 H 2.01916 -1.34483 -1.36067  0.2692



(4)
The following is a DFT calculation (wB97M-V/def2-TZVPD) of a molecular structure, C28H46N8PS4Y.

As for the LUMO energy: -11.36 eV. For the gap between HOMO and LUMO, the calculation gives 6.678 eV. For the HOMO energy, the calculation gives -18.03 eV. Its charge is +4. The value obtained for the energy above the lowest of the compared OMol25 structures with the same formula, charge and spin is 11.4 kcal per mole.

Last column: Mulliken charge in e.
Positions of all 88 atoms, in Å:
1 Y -0.88347 0.34473 0.93415  0.1698
2 C -3.38811 -0.69255 3.52499  -0.4990
3 C -2.25886 -0.41887 4.51063  -1.0368
4 S -0.86807 0.55312 3.83225  0.0923
5 C 0.60103 -0.39572 4.30728  -0.8249
6 C 0.68781 -1.81456 3.77046  -0.8028
7 S 0.51552 -1.94149 1.95336  0.0752
8 C -0.76821 -3.21820 1.71766  -0.7334
9 C -2.10533 -2.97124 2.39682  -0.7924
10 S -2.90680 -1.40303 1.91752  0.0019
11 H -4.11137 -1.37782 3.96925  0.5590
12 H -3.92584 0.22007 3.26823  0.2051
13 H -2.66448 0.15251 5.34596  0.6251
14 H -1.85342 -1.33916 4.92829  0.5607
15 H 1.43434 0.21675 3.95818  0.3729
16 H 0.65826 -0.41314 5.39662  0.4933
17 H 1.66260 -2.23430 4.01682  0.5715
18 H -0.06524 -2.46377 4.21318  0.3567
19 H -0.88100 -3.27819 0.63227  0.4008
20 H -0.35899 -4.17260 2.05085  0.5474
21 H -2.79055 -3.77851 2.13820  0.5243
22 H -2.00803 -2.97001 3.48050  0.4597
23 C -5.44055 3.66927 3.12372  -0.5542
24 C -4.13076 3.35978 3.47643  -0.9170
25 C -3.31952 2.68364 2.58174  0.0331
26 C -3.81985 2.33876 1.32579  -0.0047
27 C -5.12913 2.66102 0.96042  -0.4648
28 C -5.93555 3.31855 1.87019  -0.7274
29 N -2.94238 1.67401 0.42278  1.2749
30 N -3.22657 1.83710 -0.78148  -0.7036
31 C -2.37542 1.25522 -1.74867  0.0810
32 C -2.79739 1.35914 -3.06046  -0.4593
33 C -1.96741 0.88109 -4.06632  -0.4560
34 C -0.74008 0.33507 -3.72094  -0.7458
35 C -0.39531 0.26086 -2.38355  -0.3196
36 N -1.19283 0.70515 -1.39975  0.2155
37 H -6.07758 4.19111 3.82548  0.4602
38 H -3.74066 3.66345 4.43861  0.5053
39 H -2.27957 2.50868 2.82696  0.8033
40 H -5.51206 2.37182 -0.00778  0.5134
41 H -6.95623 3.55839 1.60547  0.4413
42 H -3.75175 1.82142 -3.27096  0.5987
43 H -2.26946 0.95149 -5.10320  0.4834
44 H -0.05210 -0.01483 -4.47726  0.4916
45 H 0.56156 -0.15277 -2.08156  0.5312
46 C 3.05093 -4.84361 -4.30554  -0.7752
47 N 1.94739 -5.54686 -3.49225  -0.0262
48 C 2.63057 -6.42727 -2.42615  -0.7842
49 N 3.49956 -5.64515 -1.62465  0.1895
50 C 4.51768 -4.99596 -2.45066  -0.8912
51 N 3.90791 -4.11222 -3.44469  0.1780
52 C 3.27643 -2.94407 -2.84000  -0.9793
53 P 1.88048 -3.38109 -1.67786  0.6508
54 C 1.01879 -4.55157 -2.86089  -0.8778
55 C 2.80487 -4.70905 -0.74636  -0.9737
56 H 2.55412 -4.20098 -5.03154  0.3708
57 H 3.59651 -5.63263 -4.82265  0.3666
58 H 1.41489 -6.15295 -4.12021  0.3433
59 H 3.18339 -7.19045 -2.97345  0.3584
60 H 1.83871 -6.89253 -1.84020  0.3747
61 H 5.09900 -5.76171 -2.96449  0.3182
62 H 5.19059 -4.42208 -1.81668  0.3636
63 H 2.91786 -2.27013 -3.62101  0.4544
64 H 4.03544 -2.39983 -2.27437  0.4776
65 H 0.53901 -3.98944 -3.66323  0.5035
66 H 0.24383 -5.11243 -2.33639  0.4845
67 H 2.11875 -5.25647 -0.09636  0.4479
68 H 3.54172 -4.22912 -0.09930  0.4785
69 C 4.64686 4.49154 0.01256  -1.5456
70 C 3.20201 4.72939 -0.38631  -0.3045
71 N 2.33796 3.78573 0.36203  -0.1053
72 C 1.02866 3.64901 0.40758  0.7494
73 S 0.41065 2.52959 1.63671  -0.5174
74 N 0.13141 4.32431 -0.29017  -0.0324
75 C 0.26163 5.47316 -1.21761  -0.4356
76 C -0.17212 6.76641 -0.55168  -1.1253
77 H 5.30536 5.03203 -0.66401  0.3991
78 H 4.90655 3.43325 -0.05256  0.4088
79 H 4.84346 4.84682 1.02364  0.3942
80 H 3.06551 4.56983 -1.45500  0.3713
81 H 2.90495 5.74808 -0.13624  0.3143
82 H 2.83431 3.20336 1.02136  0.2740
83 H -0.81430 4.16589 0.02733  0.0871
84 H -0.36453 5.24276 -2.07954  0.3206
85 H 1.28112 5.53313 -1.57385  0.2389
86 H -1.20056 6.70485 -0.19285  0.3776
87 H -0.12242 7.58170 -1.27202  0.3851
88 H 0.47389 7.01538 0.29046  0.2859